# 1
Here is a molecular structure, C7H14N2 in a non-equilibrium geometry from the Open Molecules 2025 dataset. Energies are from wB97M-V/def2-TZVPD.

```
! wB97M-V def2-TZVPD RIJCOSX def2/J DEFGRID3
* xyz 0 1
C 1.650 0.198 0.175
C -1.208 -1.368 1.191
C -1.464 1.890 -0.969
C 0.073 -0.686 -0.792
C -0.969 -0.391 0.064
N 1.227 1.269 0.878
N 2.190 -0.905 0.911
C -1.351 0.956 0.222
C 0.411 -1.225 -1.940
H 2.104 0.434 -0.788
H 2.990 -0.627 1.467
H -0.045 1.372 0.671
H 1.149 1.012 1.863
H 2.449 -1.679 0.313
H -2.091 1.136 0.999
H -1.311 -2.384 0.807
H -2.102 -1.107 1.758
H -0.344 -1.369 1.864
H -0.323 -1.680 -2.597
H 1.442 -1.244 -2.283
H -0.636 1.741 -1.662
H -2.398 1.727 -1.513
H -1.448 2.930 -0.640
*
```

- HOMO energy (eV) = -8.314
- orbital gap (eV) = 9.23
- ΔE to the lowest compared entry with this formula, charge and spin (kJ/mol) = 338.2

***

# 2
Here is 2 unconnected molecules or ions with the total composition C5H9BN2 in a non-equilibrium geometry from the Open Molecules 2025 dataset. Energies are from wB97M-V/def2-TZVPD.

```
! wB97M-V def2-TZVPD RIJCOSX def2/J DEFGRID3
* xyz 0 1
B -0.355 1.102 -0.673
C 0.728 -0.801 1.862
C 0.181 -2.673 0.799
C 0.226 -0.575 0.664
C -0.074 0.730 -2.166
C -0.937 2.478 -0.180
N -0.095 -1.705 0.000
N 0.736 -2.165 1.929
H 1.055 -0.262 2.659
H 0.282 -3.672 0.529
H 0.104 -0.353 -2.344
H 0.736 1.238 -2.461
H -0.818 1.113 -2.792
H -1.015 2.594 0.845
H -1.853 2.538 -0.809
H -0.107 3.160 -0.536
H 1.207 -2.748 2.674
*
```

- HOMO energy (eV) = -8.527
- orbital gap (eV) = 9.25
- ΔE to the lowest compared entry with this formula, charge and spin (kJ/mol) = 224.9

***

# 3
Here is 2 unconnected molecules or ions with the total composition C20H17F17N2O5S in a non-equilibrium geometry from the Open Molecules 2025 dataset. Energies are from wB97M-V/def2-TZVPD.

```
! wB97M-V def2-TZVPD RIJCOSX def2/J DEFGRID3
* xyz 0 1
O 6.110 -0.523 7.550
S 5.342 -1.749 7.822
O 4.170 -1.447 8.660
O 6.385 -2.597 8.770
C 4.992 -2.781 6.340
F 4.427 -3.965 6.732
F 6.166 -3.069 5.697
C 4.027 -2.002 5.420
F 2.849 -1.834 6.085
F 4.499 -0.733 5.263
C 3.761 -2.721 4.032
F 4.251 -3.994 4.026
F 2.415 -2.864 3.865
C 4.345 -1.928 2.818
F 5.646 -1.612 3.094
F 3.666 -0.748 2.700
C 4.376 -2.653 1.428
F 5.117 -3.795 1.529
F 5.082 -1.829 0.599
C 2.992 -2.992 0.775
F 2.132 -1.945 0.933
F 2.446 -4.065 1.416
C 3.112 -3.317 -0.749
F 4.081 -4.260 -0.958
F 3.485 -2.200 -1.444
C 1.780 -3.840 -1.357
F 1.844 -3.814 -2.717
F 1.537 -5.128 -0.985
F 0.706 -3.088 -0.995
H 6.900 -1.872 9.148
C -3.232 1.550 -6.245
N -3.758 2.293 -5.102
C -3.013 2.787 -4.107
O -1.791 2.661 -4.092
C -3.694 3.583 -2.972
C -4.255 2.671 -1.868
C -3.245 1.678 -1.327
C -2.231 2.112 -0.453
C -1.281 1.198 0.036
C -1.342 -0.152 -0.349
C -2.349 -0.588 -1.227
C -3.299 0.326 -1.718
N -4.711 4.577 -3.372
C -5.866 4.366 -4.008
C -6.700 5.593 -4.296
O -6.269 3.264 -4.353
H -2.336 2.043 -6.628
H -2.968 0.537 -5.934
H -3.982 1.502 -7.037
H -4.762 2.434 -5.037
H -2.881 4.143 -2.511
H -4.606 3.292 -1.042
H -5.114 2.121 -2.254
H -2.176 3.150 -0.159
H -0.502 1.533 0.706
H -0.615 -0.856 0.031
H -2.389 -1.625 -1.530
H -4.063 -0.011 -2.403
H -4.501 5.536 -3.148
H -7.632 5.284 -4.767
H -6.154 6.252 -4.968
H -6.921 6.110 -3.364
*
```

- HOMO energy (eV) = -8.870
- orbital gap (eV) = 8.83
- structure (SMILES) = O=S(=O)(O)C(F)(F)C(F)(F)C(F)(F)C(F)(F)C(F)(F)C(F)(F)C(F)(F)C(F)(F)F.CNC(=O)[C@H](Cc1ccccc1)NC(C)=O

***

# 4
Here is a molecular structure, C27H39N4O5PtSi3 in a non-equilibrium geometry from the Open Molecules 2025 dataset. Energies are from wB97M-V/def2-TZVPD.

```
! wB97M-V def2-TZVPD RIJCOSX def2/J DEFGRID3
* xyz 1 5
Pt -0.532 -0.379 0.242
O -3.237 2.946 6.372
C -3.012 3.644 5.414
O -3.156 4.747 4.930
C -2.110 2.755 4.285
C -1.155 3.394 3.525
C -0.542 2.640 2.533
N -0.847 1.364 2.304
C -1.720 0.764 3.105
C -2.405 1.426 4.124
C -1.929 -0.749 2.973
O -2.578 -1.322 3.821
O -1.322 -1.325 1.990
H -0.901 4.432 3.679
H 0.210 3.097 1.898
H -3.096 0.876 4.746
N -2.754 -0.593 -2.471
C -2.666 0.684 -1.966
C -3.217 1.708 -2.752
C -3.177 3.004 -2.303
C -2.614 3.265 -1.056
C -2.093 2.215 -0.346
N -2.083 0.942 -0.792
C -2.623 -1.825 -1.856
C -3.099 -2.940 -2.554
C -3.072 -4.171 -1.941
C -2.608 -4.260 -0.634
C -2.135 -3.121 -0.025
N -2.098 -1.924 -0.638
H -3.205 -0.637 -3.369
H -3.675 1.459 -3.700
H -3.593 3.799 -2.906
H -2.596 4.264 -0.646
H -1.676 2.367 0.635
H -3.501 -2.822 -3.552
H -3.426 -5.049 -2.466
H -2.617 -5.197 -0.097
H -1.798 -3.132 1.001
C 1.362 -0.798 3.523
O 1.307 -0.621 2.113
Si 2.565 -0.363 1.079
C 3.456 1.239 1.522
C 3.888 -1.688 1.295
C 1.502 -0.382 -0.524
Si 1.731 -1.988 -1.541
C 1.338 -3.529 -0.523
C 0.728 -2.060 -3.145
C 3.531 -2.184 -2.096
Si 1.612 1.233 -1.551
C 1.204 2.815 -0.597
C 0.554 1.252 -3.122
C 3.406 1.400 -2.129
H 2.389 -0.945 3.866
H 0.771 -1.672 3.795
H 0.951 0.081 4.021
H 4.025 1.081 2.441
H 2.770 2.067 1.704
H 4.169 1.548 0.758
H 4.269 -1.639 2.318
H 4.739 -1.520 0.634
H 3.530 -2.703 1.133
H 0.313 -3.563 -0.173
H 1.983 -3.613 0.349
H 1.515 -4.410 -1.144
H -0.257 -1.608 -3.075
H 0.599 -3.106 -3.433
H 1.262 -1.563 -3.957
H 4.225 -2.185 -1.257
H 3.849 -1.409 -2.791
H 3.634 -3.142 -2.611
H 0.232 2.779 -0.106
H 1.190 3.655 -1.295
H 1.960 3.035 0.156
H -0.384 0.714 -3.027
H 1.100 0.812 -3.957
H 0.321 2.284 -3.392
H 4.107 1.398 -1.295
H 3.519 2.347 -2.662
H 3.695 0.603 -2.811
*
```

- HOMO energy (alpha / beta) (eV) = -11.469 / -11.707
- orbital gap (alpha / beta) (eV) = 8.63 / 6.12
- ΔE to the lowest compared entry with this formula, charge and spin (kJ/mol) = 36.8
- <S²> = 6.017

***

# 5
Here is a molecular structure, C4H10N2O from the Open Molecules 2025 dataset. Energies are from wB97M-V/def2-TZVPD.

```
! wB97M-V def2-TZVPD RIJCOSX def2/J DEFGRID3
* xyz 0 1
C -1.672 0.251 0.345
C -2.952 -0.268 -0.299
O -0.535 -0.205 -0.343
H 0.705 0.150 -0.863
H -1.690 1.351 0.380
H -1.607 -0.102 1.385
H -3.833 0.075 0.251
H -2.951 -1.360 -0.307
H -3.031 0.081 -1.331
C 2.785 0.661 -0.124
N 1.687 -0.281 -0.453
C 0.954 -0.768 0.705
N 1.004 -1.189 1.794
H 2.016 -1.068 -1.010
H 2.353 1.515 0.393
H 3.509 0.173 0.527
H 3.257 0.986 -1.050
*
```

- HOMO energy (eV) = -8.659
- orbital gap (eV) = 9.03
- ΔE to the lowest compared entry with this formula, charge and spin (kJ/mol) = 431.7

***

# 6
Here is a molecular structure, C26H30IN6O6S2Zr in a non-equilibrium geometry from the Open Molecules 2025 dataset. Energies are from wB97M-V/def2-TZVPD.

```
! wB97M-V def2-TZVPD RIJCOSX def2/J DEFGRID3
* xyz 1 1
Zr -0.032 -0.448 0.033
O 0.072 1.142 1.531
S 1.526 0.781 1.495
O 2.391 1.484 2.365
O 1.465 -0.708 1.617
O 1.824 0.936 0.013
N 0.375 -4.107 0.133
C 0.040 -3.493 1.269
N 0.350 -4.077 2.417
C -0.035 -3.438 3.519
N 0.285 -3.961 4.699
N -0.780 -2.306 3.531
C -1.041 -1.809 2.356
N -0.637 -2.316 1.174
C -1.898 -0.603 2.252
C -2.417 0.032 3.363
C -3.205 1.154 3.162
C -3.467 1.577 1.868
C -2.889 0.892 0.811
N -2.112 -0.172 0.996
H 0.738 -5.041 0.203
H -0.057 -3.790 -0.726
H 0.825 -4.808 4.730
H 0.056 -3.461 5.539
H -2.186 -0.348 4.347
H -3.614 1.692 4.007
H -4.089 2.440 1.679
H -3.054 1.179 -0.220
C 4.251 4.347 -4.699
C 3.178 3.782 -3.820
C 2.424 2.681 -4.202
C 1.466 2.119 -3.372
C 0.689 0.941 -3.882
C 1.257 2.686 -2.091
C 0.370 2.141 -1.088
O -0.431 1.162 -1.200
C 1.988 3.839 -1.709
C 1.789 4.509 -0.374
C 2.929 4.355 -2.575
H 4.265 3.877 -5.680
H 5.226 4.197 -4.229
H 4.123 5.422 -4.824
H 2.577 2.247 -5.184
H 1.121 0.570 -4.811
H -0.348 1.218 -4.079
H 0.653 0.142 -3.156
H 0.221 2.783 -0.220
H 1.988 3.819 0.449
H 0.771 4.888 -0.268
H 2.465 5.354 -0.278
H 3.491 5.232 -2.275
I -1.596 -1.756 -1.992
C 6.466 -5.715 0.232
C 5.334 -4.873 -0.280
C 4.776 -5.122 -1.531
C 3.809 -4.278 -2.058
C 3.395 -3.187 -1.316
C 3.886 -2.951 -0.037
C 4.850 -3.799 0.472
S 2.305 -1.986 -2.061
C 3.524 -0.633 -2.162
O 1.378 -1.587 -0.913
H 6.540 -6.649 -0.321
H 6.350 -5.934 1.293
H 7.408 -5.178 0.107
H 5.111 -5.978 -2.102
H 3.388 -4.466 -3.039
H 3.502 -2.119 0.543
H 5.248 -3.622 1.464
H 4.499 -0.973 -1.830
H 3.161 0.158 -1.509
H 3.576 -0.287 -3.191
*
```

- HOMO energy (eV) = -10.762
- orbital gap (eV) = 7.55
- ΔE to the lowest compared entry with this formula, charge and spin (kJ/mol) = 172.5

***

- Which formula does entry 4 have?
  C27H39N4O5PtSi3

***

- Which formula does entry 6 have?
  C26H30IN6O6S2Zr